Molecular formula: C11H15N
Method: DFT, ωB97M-V/def2-TZVPD

```
! RIJCOSX wB97M-V def2-TZVPD def2/J DEFGRID3
* xyz 0 1
C 0.463 -0.397 3.048
C -0.605 -0.723 0.714
C 0.537 -0.453 1.551
C -0.133 -1.137 -0.543
C 1.616 -0.797 0.796
C -1.970 -0.398 0.852
C -2.778 -0.461 -0.253
C -2.306 -0.976 -1.480
C -0.972 -1.238 -1.661
N 1.240 -1.159 -0.481
H -2.326 -0.084 1.823
H -3.840 -0.246 -0.202
H -3.044 -1.167 -2.249
H 0.811 -1.295 3.532
H -0.515 0.036 3.268
H 2.672 -0.742 1.006
H 1.927 -1.541 -1.111
H -0.549 -1.556 -2.606
H 0.963 0.501 3.452
C 1.776 2.260 -1.557
C 1.740 3.683 -0.948
H 1.434 1.461 -0.903
H 1.067 2.258 -2.388
H 2.750 1.987 -1.956
H 1.015 4.290 -1.490
H 2.698 4.167 -1.144
H 1.521 3.661 0.116
*
```

Output
Frontier orbital gap (eV): 8.772
LUMO (eV): 0.9
E_HOMO (eV): -7.858
SMILES: Cc1c[nH]c2ccccc12.CC
Energy above the lowest of the compared OMol25 structures with the same formula, charge and spin (kJ/mol): 83.3